1.
The following is a quantum chemistry calculation of a structure of composition C45H43N5O6PSe2W in a non-equilibrium geometry, from OMol25.

Its frontier orbital gap (spin up / spin down) is 7.4 / 6.4 eV. As for the multiplicity: 3. The total energy is -208898.4149 eV. Its net charge is +1. The energy above the lowest of the compared OMol25 structures with the same formula, charge and spin comes out at 1.380 eV. The expectation value of S² is 2.014.

Cartesian coordinates (Å):
W: 0.21931 -0.30746 0.20689
Se: 0.09828 -2.49984 1.70623
Se: -2.24987 -1.06417 1.00316
C: -2.44565 -2.34303 -0.39589
C: -3.64914 -2.96064 -0.70911
C: -3.64016 -3.90030 -1.72393
C: -2.44744 -4.18435 -2.37706
C: -1.30716 -3.50200 -1.99441
N: -1.30200 -2.59097 -1.02175
C: 0.09995 -1.18906 3.07060
C: 0.16052 -1.34404 4.44254
C: 0.12664 -0.20566 5.22533
C: 0.03195 1.04009 4.61711
C: -0.02798 1.11613 3.24369
N: -0.00346 0.01069 2.48303
H: -4.55484 -2.71448 -0.17278
H: -4.55270 -4.41268 -1.99845
H: -2.40348 -4.92193 -3.16584
H: -0.35815 -3.67608 -2.48785
H: 0.24013 -2.33086 4.87427
H: 0.17513 -0.28504 6.30288
H: 0.01376 1.94812 5.20248
H: -0.07068 2.05509 2.71246
O: 2.62244 -0.27853 1.90573
C: 2.03384 0.50328 1.19738
C: 2.51357 1.89404 1.03296
C: 3.30101 2.47471 2.03251
C: 3.79073 3.75211 1.85336
C: 3.53263 4.44785 0.67543
C: 2.77068 3.86458 -0.32237
C: 2.24409 2.59103 -0.13822
P: 1.28002 1.69241 -1.38759
C: 0.40515 3.08241 -2.18784
C: -0.23879 4.00447 -1.35857
C: -0.90400 5.09440 -1.89162
C: -0.92489 5.29305 -3.26536
C: -0.26431 4.40122 -4.09359
C: 0.39578 3.30104 -3.56131
C: 2.54378 1.11953 -2.56964
C: 3.88782 1.10141 -2.19320
C: 4.85714 0.61746 -3.05977
C: 4.50249 0.15416 -4.31723
C: 3.16785 0.15465 -4.69550
C: 2.19454 0.61474 -3.82288
H: 3.51698 1.90729 2.92881
H: 4.38931 4.21446 2.62744
H: 3.93288 5.44300 0.53542
H: 2.58071 4.40031 -1.24368
H: -0.19994 3.88517 -0.28372
H: -1.39584 5.79619 -1.23054
H: -1.43566 6.15009 -3.68376
H: -0.24852 4.56292 -5.16403
H: 0.92673 2.64154 -4.23132
H: 4.19093 1.47146 -1.22316
H: 5.89383 0.61548 -2.75023
H: 5.26015 -0.21442 -4.99565
H: 2.87913 -0.22249 -5.66785
H: 1.15613 0.55394 -4.11206
O: -2.01061 1.40963 -1.24442
C: -1.81066 1.88569 -0.14145
O: -0.75999 1.58169 0.58157
C: -2.81670 2.79617 0.48100
C: -2.85538 3.00756 1.85535
C: -3.81886 3.83003 2.41236
C: -4.72879 4.44281 1.56991
C: -4.71187 4.25469 0.19708
C: -3.75195 3.42051 -0.34188
N: -5.74981 5.32240 2.15250
O: -6.54421 5.83830 1.39431
O: -5.73781 5.47442 3.35644
H: -2.14009 2.51306 2.49501
H: -3.87737 4.00453 3.47633
H: -5.44324 4.75837 -0.41738
H: -3.70584 3.24427 -1.40755
N: -0.51871 -0.37762 -2.61056
C: -1.29026 -0.29095 -3.47197
N: -2.20081 -0.15804 -4.39955
C: -3.32551 0.76557 -4.18638
C: -3.26468 1.90778 -5.18997
C: -3.16501 1.37023 -6.61489
C: -1.95493 0.45144 -6.76705
C: -2.00987 -0.68496 -5.75217
H: -3.27637 1.11600 -3.15697
H: -4.25210 0.19642 -4.31585
H: -2.39276 2.52472 -4.96167
H: -4.14600 2.54116 -5.07339
H: -3.10531 2.19196 -7.32973
H: -4.07501 0.81076 -6.85748
H: -1.03294 1.02210 -6.61389
H: -1.91267 0.03327 -7.77404
H: -1.09462 -1.27590 -5.76058
H: -2.84471 -1.35485 -5.98007
C: 3.57866 -2.27364 -0.21387
C: 2.28827 -2.38544 -1.00040
C: 2.53708 -2.47935 -2.49034
O: 1.44130 -1.25761 -0.75362
H: 4.21356 -3.13017 -0.44099
H: 3.38804 -2.24842 0.85600
H: 4.11319 -1.36525 -0.50101
H: 1.71020 -3.25184 -0.65322
H: 3.08108 -1.59896 -2.83149
H: 1.60017 -2.54146 -3.04366
H: 3.13829 -3.36300 -2.70592


2.
The following is a quantum chemistry calculation of a structure of composition C45H45BBrF4N5SSbSm in a non-equilibrium geometry, from OMol25.

Its frontier orbital gap (spin up / spin down) is 5.6 / 5.7 eV. As for the multiplicity: 6. The total energy is -171715.7428 eV. The energy above the lowest of the compared OMol25 structures with the same formula, charge and spin comes out at 0.000 eV. The expectation value of S² is 8.763.

Cartesian coordinates (Å):
Sm: -0.67983 0.67719 0.48548
Br: -0.80345 2.45854 3.17599
C: -1.59255 3.91990 2.28955
C: -1.42409 5.17049 2.83779
C: -2.24263 6.24401 2.44757
C: -3.14206 6.08854 1.43714
C: -3.21444 4.81561 0.74662
C: -4.27446 4.73068 -0.21397
C: -4.48727 3.49010 -0.74399
C: -3.58796 2.38935 -0.48739
C: -2.52045 2.56406 0.32927
C: -2.35602 3.69235 1.11730
H: -0.55816 5.32806 3.48219
H: -2.17780 7.18908 3.02336
H: -3.83442 6.88339 1.17082
H: -4.95127 5.58599 -0.30550
H: -5.41326 3.23474 -1.19325
H: -3.79358 1.40394 -1.00801
N: -3.25748 -1.11747 3.79804
C: -4.62340 -0.99988 3.45225
C: -5.60717 -1.12532 4.42429
C: -6.93969 -1.29126 4.07908
C: -7.27438 -1.34299 2.70976
C: -6.30218 -1.16251 1.74304
C: -4.97020 -0.96145 2.08847
S: -3.85228 -0.77848 0.74162
N: -2.42199 -0.51426 1.59052
C: -2.25188 -0.95222 2.87679
C: -0.92216 -1.32443 3.29090
C: -0.77546 -2.40842 4.20938
C: 0.56512 -2.86904 4.40505
C: 1.60024 -2.24120 3.73158
C: 1.33981 -1.21519 2.83934
N: 0.12224 -0.78928 2.64811
H: -3.07027 -1.35312 4.78992
H: -5.26530 -1.08775 5.48820
H: -7.70784 -1.43018 4.90874
H: -8.33184 -1.52118 2.47114
H: -6.48943 -1.27810 0.64376
H: -1.64226 -2.89643 4.70346
H: 0.72372 -3.73421 5.02853
H: 2.63199 -2.52266 4.01879
H: 2.05410 -0.63260 2.34780
C: 1.06369 5.23459 -1.15631
C: 1.87159 4.18331 -0.86897
C: 1.39716 2.88529 -1.04690
N: 0.05297 2.63647 -1.24147
C: -0.70893 3.65571 -1.60767
C: -0.26339 4.98359 -1.54932
H: 1.44879 6.27115 -1.13965
H: 2.89475 4.32598 -0.53081
H: 2.05892 2.01939 -0.93203
H: -1.71823 3.44311 -1.94475
H: -0.93486 5.79273 -1.81784
F: 2.29706 3.14206 1.74471
B: 2.68702 1.83385 1.83385
F: 3.75074 1.41242 1.09758
F: 2.56686 1.42636 3.13767
F: 1.44512 0.99732 1.14017
C: 5.05147 0.62210 -1.86965
C: 5.44338 -0.53013 -1.01379
Sb: 4.15392 -2.20607 -1.42938
C: 5.05517 -2.57947 -3.46465
C: 4.85248 -4.00104 -3.88661
C: 5.44851 -3.52689 -0.22139
C: 4.64940 -4.64514 0.38060
H: 5.87711 1.36795 -1.79305
H: 4.10988 1.03805 -1.56856
H: 4.98555 0.28034 -2.97246
H: 5.40952 -0.31572 0.02688
H: 6.44100 -0.92615 -1.27232
H: 6.09669 -2.24747 -3.45499
H: 4.47254 -1.89201 -4.10533
H: 5.29860 -4.70930 -3.15736
H: 5.42455 -4.15148 -4.79680
H: 3.81169 -4.26504 -4.08976
H: 5.77739 -2.77314 0.53440
H: 6.32297 -3.83414 -0.82037
H: 4.61509 -4.63642 1.49450
H: 4.93245 -5.61283 0.00025
H: 3.57146 -4.51490 0.08827
C: -1.09065 0.55570 -5.27848
C: 0.16428 0.52897 -4.65091
C: 0.31571 0.23366 -3.32970
C: -0.82612 -0.25872 -2.60157
C: -2.07975 -0.27111 -3.25048
C: -2.20881 0.20957 -4.55331
N: -0.58396 -0.79802 -1.34731
C: -0.16080 -2.11486 -1.27869
C: -0.62486 -3.09725 -2.24214
C: -0.21719 -4.41807 -2.07333
C: 0.57674 -4.81266 -0.95792
C: 1.01584 -3.85250 -0.04265
C: 0.70333 -2.50481 -0.25217
H: -1.16570 0.93944 -6.32704
H: 1.10528 0.66033 -5.22211
H: 1.24580 0.39739 -2.81886
H: -2.97823 -0.44990 -2.67104
H: -3.13834 0.10751 -5.07080
H: -1.29574 -2.71360 -3.03762
H: -0.51719 -5.16858 -2.80267
H: 0.91875 -5.80200 -0.75047
H: 1.63579 -4.10979 0.82355
H: 1.21744 -1.76153 0.38955